A) Entry from OMol25: a cluster of 3 separate species, C2H4ClNO3 in total (ωB97M-V/def2-TZVPD).

Properties
HOMO-LUMO gap	9.683	eV
HOMO energy	-9.23	eV

Atoms and positions in Å:
C 5.156 0.106 -0.881
C 0.368 -1.073 -0.584
N 0.192 -2.122 -1.226
O 4.911 0.192 -2.022
O 5.428 0.046 0.232
O 1.134 2.110 1.333
Cl 0.600 -1.376 1.096
H 0.588 2.640 0.806
H 0.048 -1.897 -2.235
H 0.101 -3.179 -1.073
H 1.205 1.190 0.939

***

B) Entry from OMol25: an isolated molecule of C2H4ClNO3 (ωB97M-V/def2-TZVPD).

Properties
structure (SMILES)	N[C@@](O)(Cl)C(=O)O
HOMO-LUMO gap	10.580	eV
HOMO energy	-10.31	eV

Atoms and positions in Å:
N -0.691 0.451 0.343
C 0.518 0.224 -0.289
O 0.470 0.307 -1.666
Cl 1.837 1.619 0.339
C 1.426 -0.907 0.174
O 2.309 -1.300 -0.622
O 1.083 -1.661 1.276
H -1.322 1.003 -0.260
H -0.642 0.640 1.261
H 1.215 -0.375 -2.079
H 0.406 -1.434 1.877

***

The winner here is B), beating the second structure by 0.0263 hartree.